## i
DFT (ωB97M-V with the def2-TZVPD basis set) results for the molecule C3H6N4O.

Cartesian coordinates (Å):
C -0.086 0.065 1.215
C -1.227 -1.347 -0.216
C 1.058 0.322 -1.922
H 0.439 1.892 2.276
H -0.562 2.181 0.579
H 0.770 -1.450 1.590
H -2.105 -2.094 -0.234
H 1.359 1.294 -2.106
H 1.437 -0.492 -2.573
N -0.224 1.440 1.370
N 1.007 -0.454 1.566
N -0.501 -1.081 -1.215
N -0.035 0.234 -1.169
O -1.330 -0.510 0.838

- Net charge: 0
- Lowest unoccupied orbital energy: 0.268 eV
- HOMO energy: -9.29 eV

***

## ii
DFT (ωB97M-V with the def2-TZVPD basis set) results for the molecule C3H6N4O.

Cartesian coordinates (Å):
C 0.323 1.010 0.402
C 0.340 -1.273 -0.503
C -1.626 0.004 -0.455
H 2.869 2.155 1.424
H -0.400 1.799 0.850
H -0.479 -2.014 -0.614
H 1.846 -2.476 -0.223
H -2.119 1.036 -0.556
H -3.306 -1.105 -1.004
N 1.540 1.183 0.592
N -0.257 -0.053 -0.218
N 1.620 -1.480 -0.223
N -2.225 -1.128 -0.727
O 1.876 2.341 1.255

- Net charge: 0
- Lowest unoccupied orbital energy: 0.806 eV
- HOMO energy: -8.79 eV

***

Most stable: ii

***

## i
DFT (ωB97M-V with the def2-TZVPD basis set) results for a cluster of 2 separate species, C3H6N4O in total.

Cartesian coordinates (Å):
C 1.199 1.212 0.361
C 0.087 1.903 -0.168
C -0.824 0.604 -0.278
H -1.610 -2.057 -0.442
H -1.250 -1.454 1.094
H 2.049 -1.927 -0.387
H 2.111 1.588 0.701
H 0.204 3.096 -0.424
H -2.516 -0.344 -0.402
N -0.678 -1.795 0.181
N -0.037 -0.576 -0.420
N 1.113 -0.330 0.368
N -2.152 0.597 0.111
O 2.303 -0.518 -0.295

- Net charge: 0
- Lowest unoccupied orbital energy: -0.451 eV
- HOMO energy: -9.03 eV

***

## ii
DFT (ωB97M-V with the def2-TZVPD basis set) results for a cluster of 2 separate species, C3H6N4O in total.

Cartesian coordinates (Å):
C 0.756 1.775 -0.351
C -0.616 1.752 -0.492
C 1.100 0.687 0.518
N 2.212 0.116 0.725
N -1.080 0.883 0.542
N -0.144 0.164 0.985
N -0.516 -1.623 -0.113
O -2.341 0.375 0.584
H 1.331 2.130 -1.218
H -1.273 2.511 -0.832
H 2.070 -0.446 1.548
H -0.004 -2.396 0.299
H -0.035 -1.114 -0.825
H -2.295 -0.544 0.427

- Net charge: 0
- Lowest unoccupied orbital energy (alpha / beta): -0.470 / -1.040 eV
- HOMO energy (alpha / beta): -8.23 / -9.15 eV

***

Most stable: ii

***

## i
DFT (ωB97M-V with the def2-TZVPD basis set) results for the molecule C3H6N4O.

Cartesian coordinates (Å):
C 0.574 -1.480 -0.347
C -0.733 -1.541 -0.037
C -1.272 -0.196 0.120
H 1.788 -0.324 1.410
H 3.015 -0.118 0.178
H 1.174 -2.233 -0.765
H -1.236 -2.437 0.007
H 0.105 2.077 -1.311
H 0.946 2.374 0.179
N 2.094 0.088 0.549
N 1.052 -0.172 -0.355
N -0.064 0.634 -0.001
N 0.038 1.981 -0.260
O -2.380 0.281 0.294

- Net charge: 0
- Lowest unoccupied orbital energy: 0.440 eV
- HOMO energy: -8.84 eV

***

## ii
DFT (ωB97M-V with the def2-TZVPD basis set) results for a cluster of 2 separate species, C3H6N4O in total.

Cartesian coordinates (Å):
C -0.849 1.449 0.113
C 0.471 1.178 0.220
C 0.434 -0.203 -0.187
H -0.884 -2.695 -0.121
H -0.655 -1.452 1.342
H -2.474 0.373 0.071
H -1.247 2.548 -0.026
H 1.231 1.739 0.398
H 3.661 -0.175 -0.900
N -1.215 -1.697 0.372
N -0.847 -0.641 -0.581
N -1.659 0.498 -0.476
N 1.510 -1.003 -0.261
O 2.523 0.082 0.037

- Net charge: 0
- Lowest unoccupied orbital energy: -0.119 eV
- HOMO energy: -8.13 eV

***

## iii
DFT (ωB97M-V with the def2-TZVPD basis set) results for a structure of composition C3H6N4O.

Cartesian coordinates (Å):
C -0.353 0.806 -0.928
C -0.212 -0.485 -1.214
C 0.139 -1.113 -0.039
H -0.874 1.815 -2.600
H 0.365 2.481 -1.543
H -0.552 -1.068 -2.000
H 0.459 -2.446 1.310
H -0.885 -0.159 2.223
H 0.681 0.228 2.846
N -0.852 2.008 -1.661
N -0.011 -2.316 0.379
N 0.721 -0.161 0.803
N 0.162 -0.259 2.045
O 0.402 1.126 0.236

- Net charge: 0
- Lowest unoccupied orbital energy: 0.389 eV
- HOMO energy: -8.69 eV

***

## iv
DFT (ωB97M-V with the def2-TZVPD basis set) results for a structure of composition C3H6N4O.

Cartesian coordinates (Å):
C -0.677 -1.492 0.088
C -1.140 -0.236 -0.030
C -0.032 0.721 -0.161
H 2.209 1.499 -0.549
H 2.612 0.170 1.202
H 1.302 -2.227 -0.426
H -1.402 -2.373 0.243
H -2.688 -0.349 0.777
H -0.963 2.335 0.165
N 2.353 0.246 -0.140
N 0.936 -0.115 -0.200
N 0.795 -1.525 0.168
N 0.099 2.001 0.285
O -2.407 0.343 -0.199

- Net charge: 0
- Lowest unoccupied orbital energy: 0.120 eV
- HOMO energy: -8.13 eV

***

Most stable: i

***

## i
DFT (ωB97M-V with the def2-TZVPD basis set) results for a cluster of 2 separate species, C3H6N4O in total.

Cartesian coordinates (Å):
C 1.128 1.695 0.158
C 0.448 0.467 -0.154
C -0.896 -1.203 -0.178
H 0.853 3.208 1.412
H -0.761 2.608 -0.064
H 2.000 1.638 0.846
H 1.334 2.400 -0.889
H -2.462 -1.297 0.485
H 0.951 -2.348 0.307
N 0.124 2.336 0.975
N -0.894 0.201 0.194
N -1.884 -1.902 -0.082
N 0.410 -1.761 -0.517
O 1.215 -0.509 -0.631

- Net charge: 0
- Lowest unoccupied orbital energy: 0.152 eV
- HOMO energy: -9.26 eV

***

## ii
DFT (ωB97M-V with the def2-TZVPD basis set) results for the molecule C3H6N4O.

Cartesian coordinates (Å):
C 1.429 0.422 0.655
C 1.045 -0.109 -0.645
C -0.456 0.084 -0.644
H -2.394 0.453 0.915
H -2.306 -1.230 1.484
H 0.348 0.903 2.180
H 2.353 0.549 1.163
H 2.591 -0.159 -1.456
H -1.184 0.126 -2.336
N -1.852 -0.182 1.487
N -0.665 0.043 0.758
N 0.401 -0.010 1.518
N -1.488 0.242 -1.435
O 1.714 -0.459 -1.806

- Net charge: 0
- Lowest unoccupied orbital energy: 0.549 eV
- HOMO energy: -7.81 eV

***

Most stable: ii

***

## i
DFT (ωB97M-V with the def2-TZVPD basis set) results for the molecule C2H4NP.

Cartesian coordinates (Å):
C -0.067 0.003 -0.189
C -1.504 0.231 -0.228
N 1.132 -0.042 -0.095
P 2.943 -0.142 -0.220
H -1.771 1.248 0.314
H -1.620 -0.560 0.511
H -2.136 0.021 -1.159
H 3.023 -0.758 1.066

- Net charge: 0
- Lowest unoccupied orbital energy: 0.393 eV
- HOMO energy: -6.73 eV

***

## ii
DFT (ωB97M-V with the def2-TZVPD basis set) results for the molecule C2H4NP.

Cartesian coordinates (Å):
C -0.098 0.215 -0.187
C -1.356 0.521 -0.115
N 0.747 -0.882 -0.055
P 2.044 0.270 -0.015
H -1.884 1.403 0.050
H -2.179 -0.318 -0.117
H 0.686 -1.348 -0.964
H 2.038 0.139 1.402

- Net charge: 0
- Lowest unoccupied orbital energy: 0.010 eV
- HOMO energy: -8.66 eV

***

Most stable: i

***

## i
DFT (ωB97M-V with the def2-TZVPD basis set) results for the molecule C3H8N2.

Cartesian coordinates (Å):
C -1.810 -0.100 -0.482
C -0.782 0.092 0.742
C 0.629 0.135 0.175
H -1.439 -0.889 -1.318
H -2.041 0.836 -1.099
H -2.806 -0.600 0.022
H -0.942 -0.676 1.459
H -0.988 1.053 1.264
H 0.700 -2.029 -0.223
H 1.983 -1.062 -0.648
H 0.598 2.016 0.040
N 1.219 -1.147 0.003
N 1.169 1.231 -0.304

- Net charge: 0
- Lowest unoccupied orbital energy: 0.932 eV
- HOMO energy: -9.37 eV

***

## ii
DFT (ωB97M-V with the def2-TZVPD basis set) results for the molecule C3H8N2.

Cartesian coordinates (Å):
C 1.858 0.658 -0.007
C -0.830 0.301 0.004
C -2.324 0.121 -0.009
H 2.940 0.607 -0.116
H 1.814 1.203 0.887
H 1.593 1.215 -0.938
H 1.816 -1.476 0.082
H -0.477 1.346 0.172
H -2.756 -0.663 -0.713
H -2.701 0.029 1.089
H -2.781 1.145 -0.387
N 1.268 -0.644 0.003
N -0.079 -0.768 -0.003

- Net charge: 0
- Lowest unoccupied orbital energy: 1.107 eV
- HOMO energy: -8.11 eV

***

Most stable: i